[1]
15
Properties=species:S:1:pos:R:3:forces:R:3 method="wB97M-V/def2-TZVPD" smiles="C=C(Cl)[C@@H]1CN=CN1" orbital_gap_ev=9.92 total_energy_ev=-20800.20258 homo_energy_ev=-9.076
C 1.257796 1.471175 -0.585280 -0.6 0.0 0.4
C 1.357714 0.325401 0.074492 -0.4 0.0 -0.7
Cl 2.830274 -0.600956 -0.017940 0.0 0.1 0.4
C 0.194836 -0.420879 0.706802 0.6 0.4 0.3
C -0.378044 -1.490143 -0.197769 -0.4 -1.1 -1.1
N -1.564369 -0.866784 -0.854070 0.3 0.0 0.6
C -1.788741 0.184449 -0.161241 -1.4 -0.5 -1.7
N -0.983870 0.421206 0.891111 0.9 -0.8 0.8
H 2.102859 1.974305 -1.015756 0.2 -0.1 -0.3
H 0.267372 1.926274 -0.709509 0.5 0.0 0.2
H 0.505490 -0.840525 1.656950 0.2 0.0 0.1
H -0.645306 -2.363607 0.400865 -0.5 0.1 0.1
H 0.283545 -1.940744 -0.961756 0.0 0.7 0.3
H -2.622223 0.870294 -0.373552 0.4 -0.3 0.1
H -0.817332 1.350528 1.146646 0.1 1.4 0.6

[2]
23
Properties=species:S:1:pos:R:3:forces:R:3 method="wB97M-V/def2-TZVPD" total_charge=+1 orbital_gap_ev=9.09 total_energy_ev=-10448.97153 homo_energy_ev=-12.096
C 1.520362 -1.725524 1.349794 0.2 -0.2 1.5
C 0.057065 -1.226459 1.480040 0.4 -0.5 -0.9
C -0.322604 -0.601371 0.165208 -0.8 -0.5 0.3
C -1.068840 0.491368 -0.001426 1.0 -1.0 0.0
N -1.518949 0.935556 -1.233964 -0.4 1.3 1.4
C -2.807710 1.662623 -1.086867 -1.0 -0.7 -1.9
N 2.310995 -0.887085 0.364944 -1.3 0.4 0.0
H 1.943024 -1.663722 2.361882 0.4 0.2 -0.5
H 1.651143 -2.773209 1.066612 -0.3 0.2 -0.3
H -0.596838 -2.109666 1.623787 0.4 0.4 0.2
H -0.023592 -0.572302 2.355451 -0.1 0.0 -0.3
H -0.120289 -1.255485 -0.682444 -0.2 0.1 -0.2
H -1.222143 1.082701 0.889168 -0.5 0.5 -0.2
H -1.566465 0.188441 -1.912378 -0.2 0.1 -0.1
H -2.852250 2.539862 -0.440428 0.7 -0.4 0.2
H -3.106193 2.012719 -2.087959 0.2 0.0 0.3
H -3.594476 0.937842 -0.818662 0.2 0.4 0.3
H 1.853643 0.042738 0.215143 0.3 0.0 0.1
H 2.140821 -1.290111 -0.560037 0.8 0.0 0.0
H 3.292642 -0.735399 0.580397 0.1 -0.4 -0.1
H 0.628451 1.307122 -1.368141 0.5 0.5 -0.1
H 1.799892 2.262098 -0.977777 -0.1 0.4 -0.1
O 1.602306 1.377269 -1.282339 -0.3 -0.7 0.2

[3]
200
Properties=species:S:1:pos:R:3:forces:R:3 method="wB97M-V/def2-TZVPD" orbital_gap_ev=8.14 total_energy_ev=-114009.26192 homo_energy_ev=-7.980
C 1.677476 1.017430 2.357626 0.8 0.0 -0.8
C 0.376458 0.253487 2.296467 -0.6 0.9 1.5
C -0.592006 1.160332 1.436697 0.6 -1.8 -0.8
C -1.809891 0.381631 0.950273 -0.6 -0.1 -0.4
C -1.528521 -1.016045 0.367314 -0.1 0.8 1.1
C -0.733019 -1.922208 1.330968 1.3 1.9 -1.8
N 0.548448 -1.167138 1.781964 -1.4 1.6 -3.1
O 1.585354 -2.002923 2.300535 -1.6 1.0 0.5
C -1.603862 -2.403062 2.455339 0.2 -1.4 0.4
C -0.271767 -3.066749 0.414146 -0.5 0.2 1.6
C -0.225593 0.244520 3.693417 -0.8 -1.2 -0.4
H 2.394114 0.612964 3.072432 -0.1 -0.2 -0.2
H 1.574050 2.080405 2.575538 -0.6 -0.1 0.4
H 2.093886 1.056577 1.351058 0.5 -0.3 0.1
H -0.935990 2.018334 2.014295 0.3 -0.1 0.2
H 0.033765 1.513096 0.616907 -0.3 0.3 -0.3
H -2.393883 0.940435 0.218989 0.2 0.3 -0.3
H -2.535211 0.315825 1.761248 0.2 -0.4 0.3
H -1.065823 -0.996140 -0.619397 0.4 0.3 0.0
H -2.465515 -1.539996 0.178592 -0.2 0.1 0.1
H -1.021775 -2.532157 3.367804 -0.2 0.3 0.3
H -2.526717 -1.853868 2.641986 0.3 0.2 0.0
H -1.877042 -3.426384 2.197863 -0.4 -0.1 0.0
H 0.288969 -2.747267 -0.464268 0.5 0.0 0.4
H 0.252477 -3.633723 1.183436 0.4 -1.1 -1.2
H -1.172661 -3.540671 0.024428 0.1 -0.5 0.3
H 0.386904 -0.436994 4.283750 0.0 0.4 0.7
H -1.200365 -0.230652 3.583248 -0.1 -0.1 0.4
H -0.457393 1.226775 4.105174 0.7 0.0 0.2
H 1.078233 -2.362803 3.031910 0.6 -0.7 1.0
C -2.585653 3.387687 -6.221720 -0.8 -0.2 1.5
C -3.077180 2.768959 -4.832671 1.9 -0.7 -1.1
C -3.116055 1.216272 -5.018509 0.7 0.4 -0.2
C -1.769593 0.477136 -5.080419 -0.5 0.5 0.8
C -0.834634 0.961098 -3.966237 0.2 1.0 -0.8
C -0.724421 2.553222 -3.712094 0.6 -2.7 0.3
N -2.060900 3.119540 -3.742012 -1.3 -0.4 -1.0
O -2.002901 4.518215 -3.588014 -0.1 0.2 0.5
C -0.256741 2.637470 -2.230133 0.2 0.7 -0.3
C 0.374010 3.052309 -4.716647 -1.2 0.6 0.0
C -4.455153 3.227898 -4.427941 -0.3 0.3 -0.2
H -3.377483 3.380279 -6.970759 0.0 -0.4 0.0
H -1.706415 2.831859 -6.547416 -0.2 0.3 -0.2
H -2.378049 4.447699 -6.075496 0.3 0.0 -0.1
H -3.637931 0.716764 -4.202287 -0.4 0.4 0.1
H -3.611557 0.991086 -5.962903 -0.5 0.2 0.1
H -1.258940 0.444759 -6.042858 -0.2 0.4 -0.2
H -2.086218 -0.545599 -4.875792 0.5 -0.1 -0.1
H 0.165651 0.743385 -4.340570 0.2 -0.5 0.7
H -1.066337 0.434694 -3.040317 0.1 0.1 0.1
H 0.231106 3.590125 -2.023880 0.1 0.1 0.0
H -1.101301 2.550525 -1.546565 -0.1 -0.1 -0.2
H 0.443403 1.851721 -1.946422 -0.1 0.5 -0.5
H 0.359254 4.135398 -4.838289 0.2 0.3 0.4
H 1.378138 2.738918 -4.430945 -0.2 0.0 0.2
H 0.164775 2.731041 -5.736998 0.1 -0.5 0.1
H -4.493297 4.290242 -4.186943 0.1 -0.1 0.2
H -4.853014 2.616378 -3.618099 0.3 0.2 0.1
H -5.152827 3.076662 -5.251636 0.1 0.0 -0.2
H -1.538475 4.865986 -4.352853 0.2 0.3 -0.3
C -2.031781 -6.921476 -4.577524 1.3 -1.9 0.3
C -1.172273 -5.933486 -5.370974 0.2 0.5 -0.1
C -2.279589 -5.096410 -6.037393 1.3 1.8 -1.8
C -1.746756 -3.750134 -6.599824 -0.8 0.7 1.0
C -1.103694 -2.929882 -5.441992 0.9 -1.2 -1.0
C 0.047080 -3.723743 -4.734918 -0.7 0.3 -1.8
N -0.389506 -5.106643 -4.368201 -2.6 2.0 -0.9
O 0.559751 -5.806720 -3.657300 0.9 -0.5 -0.2
C 1.229483 -3.750647 -5.736287 1.5 0.9 1.2
C 0.321491 -2.817349 -3.526071 0.2 -1.1 0.0
C -0.253287 -6.638611 -6.517399 -0.2 1.0 2.2
H -2.129492 -6.694496 -3.515908 -0.3 0.7 -0.2
H -1.512686 -7.877835 -4.514054 0.1 -0.3 -0.1
H -2.989443 -7.149281 -5.045580 0.0 0.3 0.1
H -2.634828 -5.622279 -6.923594 0.0 -0.5 0.1
H -3.184979 -4.883455 -5.469057 0.3 -0.1 0.6
H -2.575179 -3.215654 -7.064734 -0.4 0.3 0.4
H -1.122947 -3.818617 -7.491046 0.7 -0.5 0.5
H -1.755170 -2.530544 -4.664681 -0.7 -0.5 -0.3
H -0.598008 -2.033896 -5.801989 -0.1 0.0 -0.3
H 1.900122 -4.594466 -5.574116 -0.6 -0.6 -0.5
H 1.054137 -3.456009 -6.770967 -0.4 -0.8 0.0
H 1.953428 -2.993988 -5.433847 -0.1 0.6 0.2
H -0.588926 -2.749388 -2.930569 0.1 -0.5 0.6
H 1.168055 -3.267342 -3.007490 -0.1 0.5 0.6
H 0.492109 -1.773098 -3.787848 0.6 -0.2 -0.4
H -0.917892 -7.156197 -7.209151 0.5 -0.2 0.0
H 0.491836 -7.224031 -5.978724 -0.6 -1.0 0.1
H 0.488971 -5.997431 -6.992847 -0.9 0.8 -0.5
H 0.283928 -5.706674 -2.743238 0.0 -0.2 0.4
C 8.373562 4.030460 1.402587 -0.9 0.2 -0.1
C 7.654957 4.546778 2.671034 1.0 0.4 -1.2
C 7.166660 6.033138 2.337829 -1.0 0.4 -0.3
C 5.853802 6.142363 1.429324 0.8 -1.4 2.5
C 4.725377 5.310988 2.149493 0.9 0.9 -1.0
C 5.119923 3.803763 2.437398 0.7 2.8 -2.4
N 6.484925 3.741153 3.051918 -1.2 0.6 0.9
O 6.745503 2.366814 3.372545 0.5 0.7 -0.5
C 4.102269 3.284452 3.354890 -1.2 -0.9 1.8
C 4.998894 3.122463 1.059599 0.0 -0.9 0.6
C 8.810327 4.584389 3.744935 -0.9 0.2 0.5
H 7.794993 4.377646 0.546531 0.4 0.1 -0.3
H 8.373088 2.942704 1.332665 0.3 0.0 0.3
H 9.374715 4.460340 1.434311 0.0 -0.2 -0.6
H 7.051332 6.636399 3.238319 -0.5 -0.4 0.5
H 7.889350 6.663582 1.819795 0.8 -0.8 -0.2
H 6.152628 5.765586 0.451138 -0.5 -0.3 -0.1
H 5.502072 7.163376 1.281258 0.3 0.1 0.2
H 3.860616 5.479393 1.507689 -0.2 -1.3 -0.5
H 4.279885 5.820266 3.004047 1.0 0.1 0.8
H 4.356806 3.495077 4.393616 0.2 0.0 0.1
H 3.133881 3.770598 3.236661 0.0 0.0 -0.4
H 3.922068 2.211582 3.287142 0.2 0.0 -0.1
H 5.779911 3.413723 0.357266 -0.1 -0.2 0.1
H 4.990370 2.053193 1.271030 0.6 -0.3 -0.4
H 4.018109 3.279105 0.610569 0.0 0.4 0.0
H 8.398734 4.656879 4.751632 0.0 0.2 0.1
H 9.481228 5.427636 3.580825 -0.4 0.4 -0.2
H 9.527048 3.763294 3.759113 -0.6 -0.6 -0.4
H 6.606474 2.382965 4.322295 0.1 -0.3 0.2
C -6.068914 0.302250 -1.555128 -1.8 -0.6 -0.9
O -4.887084 0.287328 -1.297954 2.2 0.4 0.8
N -6.869032 -0.738797 -1.542430 -1.1 -1.9 0.4
N -6.724086 1.394094 -1.956287 0.7 2.5 -0.2
H -6.466490 -1.653409 -1.395611 0.1 -0.4 -0.1
H -7.784691 -0.632903 -1.955297 0.3 -0.4 0.3
H -6.029930 2.107870 -2.125937 -0.9 0.7 -0.3
H -7.609521 1.367618 -2.441472 0.4 0.2 0.1
C -4.258524 1.432596 3.407304 0.7 1.4 0.4
O -4.231662 0.969945 4.541687 -0.5 -0.5 1.4
N -3.544084 2.478891 3.093118 1.5 1.2 -1.1
N -5.009871 1.016417 2.401772 -1.1 -1.8 -0.1
H -3.032058 3.045301 3.754271 0.4 0.0 -0.1
H -3.548478 2.721329 2.112656 0.0 0.8 0.4
H -4.956461 1.570777 1.559194 -0.9 -0.2 0.0
H -5.799986 0.513892 2.780313 -0.3 -0.1 -1.1
C -3.687455 3.937016 -0.136127 1.0 -0.2 -0.3
O -4.469824 3.766426 0.766175 -1.1 0.1 1.8
N -2.726003 4.890229 -0.192410 0.1 1.0 0.5
N -3.615128 3.114438 -1.171918 -0.1 -0.1 -1.2
H -2.577071 5.453010 0.632927 0.1 0.0 -0.4
H -2.074894 4.856577 -0.963800 0.1 0.3 0.4
H -4.037007 2.200466 -1.089683 0.0 -0.1 -0.6
H -3.049469 3.477391 -1.925832 -0.2 -1.3 -0.5
C 2.714847 -0.284256 -1.069840 6.6 -2.8 -1.7
O 3.317997 0.016484 -2.103191 0.4 0.3 0.1
N 3.122218 -1.081437 -0.080726 2.2 -1.1 0.9
N 1.559588 0.036728 -0.803487 -8.5 4.3 -1.2
H 2.336556 -1.295304 0.516847 1.1 -0.9 0.7
H 4.020999 -1.537869 -0.143687 -0.5 -0.2 0.3
H 1.231741 0.567527 -1.597756 -0.9 -0.2 0.5
H 0.946128 -0.349358 -0.100139 0.1 0.0 0.1
C 0.557941 -2.718180 6.186942 -4.4 -0.5 0.3
O -0.634296 -2.826459 6.392263 -1.0 -0.6 0.0
N 1.311046 -1.920363 6.868347 4.2 2.6 2.8
N 1.192766 -3.294332 5.193457 1.8 -1.4 -2.8
H 1.117693 -1.590111 7.803035 -0.9 -0.2 -0.4
H 2.291233 -2.154060 6.799687 0.2 0.4 0.0
H 0.796068 -4.069540 4.681805 0.1 0.4 0.3
H 2.120088 -2.936740 5.013739 0.2 -0.6 -0.4
C 5.139152 -1.646831 4.019957 -1.2 -2.0 3.1
O 4.506208 -2.065434 4.955690 -1.2 -1.9 2.7
N 6.231120 -2.109350 3.546980 5.3 -3.2 -2.0
N 4.784995 -0.614487 3.416378 -2.3 6.0 -3.5
H 6.696112 -2.939918 3.884684 -0.4 0.2 0.0
H 6.635131 -1.640528 2.748802 0.3 -0.4 0.4
H 5.244040 -0.446891 2.532473 -0.8 1.1 0.2
H 4.018059 -0.093650 3.817181 0.2 0.0 -0.7
C -1.942885 3.808448 5.749752 0.1 1.1 0.3
O -1.853760 4.076068 4.547852 0.1 -0.6 0.3
N -1.659509 4.750440 6.672192 0.9 2.0 1.1
N -2.336300 2.666287 6.325211 0.0 -0.3 -0.9
H -1.908509 4.726365 7.650722 0.0 -0.4 -0.4
H -1.233354 5.620255 6.385975 -0.2 -0.3 -0.3
H -2.719164 2.001015 5.668750 -0.3 -0.8 0.7
H -2.252766 2.595427 7.329248 -0.3 -0.6 -0.5
C 1.674387 -6.284214 0.519850 -0.3 0.5 -2.8
O 0.684066 -6.267226 -0.197499 -0.8 -0.3 0.1
N 1.718619 -5.888026 1.759518 -0.4 0.4 2.3
N 2.866152 -6.574055 -0.009372 1.6 -0.8 -1.3
H 0.797210 -5.804837 2.164722 0.6 0.1 0.7
H 2.629364 -5.939117 2.193122 -0.8 0.2 0.8
H 2.819347 -6.689636 -1.011644 0.4 0.0 0.2
H 3.757879 -6.466154 0.452454 -0.3 0.0 -0.2
C -4.390680 -1.595251 6.712220 -0.7 -4.4 2.1
O -4.482303 -2.696128 7.253242 -0.3 0.1 1.4
N -4.793251 -0.430691 7.106125 -1.8 4.9 2.6
N -3.907498 -1.491349 5.541489 2.3 -0.5 -4.5
H -5.213703 -0.155906 7.982381 0.1 -0.8 -0.2
H -4.643099 0.319294 6.446523 -0.3 0.2 0.4
H -4.012497 -0.571065 5.138803 0.8 -0.6 -1.3
H -3.437096 -2.323167 5.214532 0.0 0.5 -0.4
C -4.162815 -2.970148 -2.301221 -2.5 1.7 1.4
O -5.217534 -2.998688 -1.736526 -3.5 -0.7 2.0
N -3.450607 -3.942761 -2.581330 2.9 -7.8 -1.2
N -3.583410 -1.903161 -2.635939 1.8 6.1 -1.7
H -2.712447 -3.790252 -3.253612 0.0 -1.4 0.2
H -3.931055 -4.793635 -2.325798 0.9 -0.7 -0.7
H -2.681529 -2.021423 -3.074947 -0.2 1.3 0.5
H -3.998781 -1.116178 -2.158202 0.7 1.1 -0.3